No. 1
The following is a quantum chemistry calculation of C35H37NO3P2Sn as an isolated structure at a distorted geometry, from the OMol25 dataset.

ORCA input file:
```
! RIJCOSX wB97M-V def2-TZVPD def2/J DEFGRID3
* xyz 0 1
Sn -0.661 -0.034 1.351
C -2.034 -2.532 1.161
C -1.625 -2.584 -0.120
C -2.301 -2.050 -1.308
C -3.074 -0.728 -1.087
C -2.496 0.249 -0.050
C -2.836 0.281 1.329
C -3.630 -0.740 2.054
C -3.388 -2.199 1.682
C 1.547 2.361 0.594
H -1.444 -3.146 1.845
H -0.855 -3.315 -0.405
H -3.037 -2.746 -1.785
H -1.553 -1.901 -2.097
H -3.096 -0.195 -2.068
H -4.135 -0.978 -0.846
H -2.266 1.222 -0.540
H -2.704 1.242 1.851
H -4.689 -0.516 1.928
H -3.419 -0.577 3.119
H -3.544 -2.755 2.620
H -4.194 -2.529 1.017
H 1.697 1.932 1.615
H 1.575 3.440 0.770
H 2.415 2.024 0.032
P 1.501 -1.501 -0.410
P 0.078 2.403 -0.502
C 0.419 -0.407 -1.597
C 0.071 0.948 -1.596
C 2.528 -2.423 -1.566
C 1.857 -3.175 -2.563
C 2.612 -4.056 -3.359
C 3.998 -4.197 -3.151
C 4.613 -3.411 -2.178
C 3.904 -2.534 -1.383
C 1.172 -2.713 0.989
C 0.890 -2.255 2.314
C 0.816 -3.093 3.422
C 1.057 -4.465 3.276
C 1.476 -4.928 2.011
C 1.628 -4.043 0.936
C 0.468 3.715 -1.713
C 1.538 3.450 -2.581
C 2.041 4.431 -3.441
C 1.475 5.707 -3.444
C 0.398 5.989 -2.599
C -0.097 5.005 -1.719
C -1.311 3.223 0.556
C -0.968 3.477 1.902
C -1.943 3.628 2.910
C -3.250 3.951 2.542
C -3.556 4.095 1.185
C -2.627 3.644 0.188
H 0.252 -1.005 -2.541
H -0.347 1.232 -2.588
H 0.758 -3.115 -2.688
H 2.072 -4.654 -4.113
H 4.540 -4.947 -3.758
H 5.689 -3.527 -2.039
H 4.398 -1.960 -0.591
H 0.762 -1.183 2.581
H 0.622 -2.639 4.407
H 0.955 -5.134 4.125
H 1.708 -5.984 1.878
H 2.177 -4.366 0.054
H 1.999 2.459 -2.577
H 2.883 4.184 -4.083
H 1.912 6.505 -4.067
H -0.046 6.989 -2.602
H -0.909 5.264 -1.032
H 0.089 3.552 2.201
H -1.673 3.509 3.974
H -4.012 4.120 3.317
H -4.500 4.523 0.910
H -2.953 3.640 -0.825
O 4.168 -0.363 1.968
N 3.709 -0.380 3.133
O 2.600 -0.011 3.435
O 2.106 -0.397 0.427
*
```

Results
E_LUMO = -1.28 eV
energy relative to the best compared isomer or geometry (same formula, charge and spin) = 0.0 kJ/mol
E = -68924.811 eV
strongest force on any atom = 4.70 eV Å⁻¹

No. 2
The following is a quantum chemistry calculation of a 2-piece molecular cluster, C35H38BF3O2 overall at a distorted geometry, from the OMol25 dataset.

ORCA input file:
```
! RIJCOSX wB97M-V def2-TZVPD def2/J DEFGRID3
* xyz 0 1
C -4.690 -1.773 4.424
C -3.253 -1.386 4.242
C -2.825 -0.094 4.559
C -1.523 0.299 4.290
C -0.623 -0.601 3.723
C 0.675 -0.022 3.181
C 1.969 -0.576 3.789
C 3.145 0.195 3.754
C 4.396 -0.417 3.828
C 4.476 -1.786 4.133
C 3.306 -2.494 4.411
C 2.050 -1.880 4.273
C 0.648 -0.234 1.692
C -0.627 0.251 0.925
C 1.912 0.284 0.996
C 2.883 -0.660 0.664
C 4.136 -0.246 0.210
C 4.372 1.117 0.033
C 3.348 2.055 0.197
C 2.106 1.642 0.714
C -1.026 -1.916 3.443
C -2.320 -2.316 3.769
H -4.798 -2.859 4.350
H -5.031 -1.458 5.417
H -5.371 -1.320 3.685
H -3.530 0.629 4.971
H -1.195 1.328 4.468
H 0.663 1.058 3.381
H 3.084 1.276 3.592
H 5.306 0.154 3.623
H 5.449 -2.287 4.168
H 3.351 -3.539 4.729
H 1.143 -2.431 4.515
H 0.672 -1.331 1.562
H -0.999 -0.550 0.272
H -1.460 0.539 1.583
H -0.384 1.077 0.246
H 2.675 -1.724 0.829
H 4.901 -1.008 0.018
H 5.381 1.454 -0.211
H 3.502 3.111 -0.050
H 1.296 2.360 0.925
H -0.355 -2.624 2.936
H -2.637 -3.347 3.601
C 2.360 0.404 -4.783
C 0.884 0.245 -4.493
C 0.086 0.838 -5.667
O 0.558 1.016 -3.320
B -0.623 0.390 -2.926
C -1.776 1.204 -2.320
C -1.628 2.579 -2.101
C -2.739 3.341 -1.766
C -3.965 2.719 -1.600
C -5.197 3.550 -1.381
F -6.167 3.214 -2.285
F -5.728 3.363 -0.133
F -4.966 4.883 -1.525
C -4.095 1.338 -1.664
C -2.988 0.569 -1.999
O -0.707 -0.964 -3.183
C 0.388 -1.218 -4.091
C -0.155 -2.059 -5.232
C 1.477 -2.014 -3.376
H 2.580 -0.086 -5.737
H 2.601 1.469 -4.860
H 2.982 -0.039 -4.001
H 0.411 0.386 -6.613
H -1.001 0.698 -5.555
H 0.279 1.918 -5.707
H -0.662 3.066 -2.223
H -2.647 4.416 -1.652
H -5.055 0.865 -1.468
H -3.072 -0.514 -2.044
H 0.611 -2.178 -6.013
H -0.420 -3.055 -4.852
H -1.061 -1.612 -5.669
H 2.276 -2.271 -4.090
H 1.908 -1.454 -2.530
H 1.054 -2.955 -2.994
*
```

Results
E_LUMO = 0.39 eV
structure (SMILES) = Cc1ccc([C@@H](c2ccccc2)[C@@H](C)c2ccccc2)cc1.CC1(C)OB(c2ccc(C(F)(F)F)cc2)OC1(C)C
energy relative to the best compared isomer or geometry (same formula, charge and spin) = 0.0 kJ/mol
E = -49839.311 eV
strongest force on any atom = 2.26 eV Å⁻¹